a) C2H4O3P | ωB97M-V with the def2-TZVPD basis set

Output
Net charge: -1
2S+1: 1
HOMO level in Eh: -0.1643
Frontier orbital gap in eV: 8.565

Cartesian coordinates (Å):
P -0.089 -1.282 0.533
O 1.526 -1.129 1.010
O -0.445 -2.290 -0.508
O -1.806 0.711 0.161
C -0.653 0.394 -0.042
C 0.402 1.144 -0.683
H 0.195 2.222 -1.054
H -1.085 -1.278 1.705
H 0.911 0.435 -1.357
H 1.045 1.074 0.236



b) C2H4O3P | ωB97M-V with the def2-TZVPD basis set

Output
Net charge: -1
2S+1: 1
HOMO level in Eh: -0.1707
Frontier orbital gap in eV: 8.879

Cartesian coordinates (Å):
P -0.139 0.171 1.689
O -1.357 1.093 1.692
O 0.322 -0.492 2.952
O 1.098 1.009 0.748
C -0.407 -0.102 -1.545
C 0.690 -0.248 0.161
H 0.290 0.086 -2.355
H -1.278 0.540 -1.605
H -0.687 -1.138 -1.503
H 1.467 -0.921 -0.234



Which of them is most stable, and which least? Most stable: a); least stable: b).



a) C6H13O2 | ωB97M-V with the def2-TZVPD basis set

Output
Net charge: -1
2S+1: 1
HOMO level in Eh: -0.1392
Frontier orbital gap in eV: 7.180

Cartesian coordinates (Å):
O 1.491 -2.008 -2.815
O 0.269 -0.168 -3.216
C -1.883 -1.420 -1.973
C 0.254 0.712 2.875
C -0.468 -1.560 -1.467
C 0.744 2.104 0.862
C 0.538 -1.226 -2.591
C 1.160 0.898 1.687
H -0.326 -2.558 -1.019
H 2.209 0.963 1.987
H 1.153 -0.019 1.088
H -2.629 -1.747 -1.233
H -0.827 0.832 2.728
H 0.279 -0.305 3.278
H 0.830 3.029 1.443
H -2.100 -1.979 -2.882
H -0.241 1.995 0.421
H 1.388 2.298 -0.004
H -2.072 -0.374 -2.212
H -0.253 -0.929 -0.601
H 0.484 1.462 3.643



b) C6H13O2 | ωB97M-V with the def2-TZVPD basis set

Output
Net charge: -1
2S+1: 1
HOMO level in Eh: -0.0785
Frontier orbital gap in eV: 5.690

Cartesian coordinates (Å):
O 0.437 3.415 1.625
O 1.723 1.027 -2.540
C -0.996 -1.116 2.972
C -0.499 -1.424 0.666
C -1.438 -1.068 1.530
C -0.597 -1.492 -0.881
C -0.182 -0.147 -1.433
C 1.221 -0.150 -2.407
H -2.459 -0.601 1.333
H 0.320 3.527 0.637
H -0.871 0.190 -2.188
H 0.084 0.618 -0.841
H -1.654 -1.868 -0.977
H -1.495 -0.417 3.655
H 1.371 3.340 1.792
H 0.459 -1.532 1.089
H 0.046 -2.277 -1.373
H -0.999 -2.014 3.454
H 0.022 -0.799 3.219
H 1.039 -0.532 -3.308
H 1.801 -0.778 -1.863



Which of them is most stable, and which least? Most stable: a); least stable: b).



a) C5H6N2S | ωB97M-V with the def2-TZVPD basis set

Output
2S+1: 1
HOMO level in Eh: -0.3235
Frontier orbital gap in eV: 9.106

Cartesian coordinates (Å):
S 1.173 -1.137 -1.341
N -0.677 2.784 -0.467
N -0.383 0.485 0.223
C -0.914 0.439 1.448
C -0.336 1.502 -0.730
C 0.041 -1.491 0.992
C -0.778 -0.805 1.953
C 0.119 -0.705 -0.069
H -1.367 1.421 1.425
H -0.201 0.982 -1.810
H -0.413 3.222 -1.305
H -0.902 -1.239 2.935
H 0.517 -2.505 1.163
H 2.227 -0.217 -0.817



b) C5H6N2S | ωB97M-V with the def2-TZVPD basis set

Output
2S+1: 1
HOMO level in Eh: -0.3297
Frontier orbital gap in eV: 9.480

Cartesian coordinates (Å):
S 2.408 -0.027 0.347
N -1.346 1.354 0.185
N -0.221 0.798 0.124
C 1.021 -1.245 -0.006
C -2.228 0.373 0.322
C -1.536 -0.883 0.305
C 1.507 1.379 -0.416
C -0.215 -0.571 0.182
H 1.287 -2.047 0.555
H -1.939 -1.836 0.338
H 1.729 2.330 0.207
H 1.307 -1.645 -1.101
H -3.288 0.686 0.400
H 1.512 1.333 -1.443



Which of them is most stable, and which least? Most stable: a); least stable: b).